DFT (ωB97M-V with the def2-TZVPD basis set) results for C15H21N3O3S in the gas phase in a non-equilibrium geometry.

Geometry (Å):
O1 0.824 -0.776 1.883
O2 -3.482 -0.778 1.214
O3 -1.447 3.699 1.139
S1 -1.227 -4.198 3.440
C1 0.829 -1.836 1.289
C2 -2.248 -0.910 1.188
C3 -1.258 2.515 1.355
C4 1.861 2.880 -2.535
C5 0.810 3.813 -2.442
C6 1.623 1.536 -2.217
C7 -0.423 3.425 -1.930
C8 0.399 1.146 -1.676
C9 -0.637 2.097 -1.496
N1 -0.361 2.119 2.263
N2 -0.275 -2.581 1.093
N3 -1.490 0.100 0.763
C10 2.141 -2.315 0.754
C11 0.441 3.021 3.111
C12 -1.596 -2.418 3.223
C13 -1.992 1.746 -0.958
C14 -1.584 -2.243 1.659
C15 -2.001 1.431 0.515
H1 -2.511 -4.637 3.380
H2 2.796 3.206 -2.947
H3 0.941 4.842 -2.736
H4 2.431 0.838 -2.361
H5 -1.216 4.186 -1.832
H6 0.256 0.115 -1.413
H7 -0.292 1.150 2.401
H8 -0.214 -3.447 0.611
H9 -0.496 -0.050 0.725
H10 2.778 -1.485 0.508
H11 2.668 -2.900 1.445
H12 1.958 -2.938 -0.105
H13 -0.205 3.618 3.696
H14 1.088 2.419 3.712
H15 1.000 3.684 2.448
H16 -2.583 -2.228 3.663
H17 -0.831 -1.774 3.691
H18 -2.692 2.588 -1.097
H19 -2.342 0.864 -1.466
H20 -2.287 -2.977 1.292
H21 -3.065 1.453 0.796

Summary:
* net charge: 0
* SMILES: CNC(=O)[C@@H](Cc1ccccc1)NC(=O)[C@H](CS)NC(C)=O
* LUMO: 0.36 eV


DFT (ωB97M-V with the def2-TZVPD basis set) results for a molecular structure, C26H54BiCl3N5O4PSi in a non-equilibrium geometry.

Geometry (Å):
C1 1.595 -1.283 -4.716
C2 1.211 0.115 -4.369
H1 1.442 -1.466 -5.786
H2 1.016 -2.016 -4.138
H3 2.656 -1.445 -4.475
C3 0.702 0.997 -5.248
C4 0.468 0.698 -6.699
H4 0.451 2.013 -4.934
H5 0.143 -0.337 -6.871
H6 1.377 0.893 -7.289
H7 -0.322 1.361 -7.072
Bi1 -0.126 -1.026 0.051
Cl1 2.436 -1.184 0.407
Cl2 -1.831 -2.975 0.635
C5 0.791 2.782 0.726
O1 -0.027 1.845 0.707
N1 0.494 4.081 0.927
C6 -0.877 4.559 0.970
C7 1.534 5.085 1.125
H8 1.880 2.632 0.587
H9 -1.577 3.718 0.903
H10 -1.055 5.263 0.141
H11 -1.027 5.113 1.909
H12 2.504 4.601 1.020
H13 1.443 5.538 2.123
H14 1.440 5.894 0.387
H15 -1.577 -1.252 -3.180
H16 -2.366 1.288 -4.531
C8 -2.611 -1.044 -2.852
C9 -3.190 1.180 -3.806
N2 -2.779 0.396 -2.648
H17 -2.810 -1.559 -1.899
C10 -2.645 0.916 -1.407
O2 -2.362 0.233 -0.400
H18 -3.530 2.171 -3.497
H19 -2.812 2.007 -1.334
H20 -3.316 -1.366 -3.631
H21 -4.002 0.659 -4.331
O3 0.350 -0.374 -2.265
C11 1.286 0.412 -2.869
C12 -0.157 2.447 -2.574
C13 1.122 1.907 -2.578
H22 -0.996 1.768 -2.723
C14 -0.374 3.826 -2.423
H23 2.288 0.098 -2.551
C15 2.229 2.745 -2.446
H24 -1.390 4.222 -2.402
C16 0.732 4.673 -2.359
C17 2.033 4.134 -2.375
H25 3.227 2.296 -2.479
H26 0.601 5.764 -2.365
H27 2.899 4.797 -2.361
Si1 0.511 -5.120 -0.715
Cl3 0.503 -3.241 -1.803
C18 -1.260 -5.735 -0.746
C19 1.608 -4.574 0.676
C20 1.281 -6.645 -1.537
H28 -1.994 -4.960 -1.021
H29 -1.528 -6.172 0.223
H30 -1.315 -6.538 -1.495
H31 0.611 -6.996 -2.334
H32 1.306 -7.403 -0.733
H33 2.298 -6.507 -1.924
H34 1.499 -3.515 0.962
H35 2.652 -4.688 0.343
H36 1.426 -5.214 1.548
C21 1.932 0.992 3.578
N3 1.396 -0.263 4.106
C22 2.307 -1.415 3.961
P1 -0.188 -0.615 3.744
O4 -0.434 -1.200 2.393
N4 -0.596 -1.716 4.887
C23 -1.772 -2.576 4.734
C24 -0.099 -1.627 6.266
N5 -0.977 0.847 3.786
C25 -0.959 1.610 5.017
C26 -2.184 1.060 2.978
H37 2.904 0.803 3.108
H38 2.039 1.701 4.403
H39 1.258 1.427 2.829
H40 2.543 -1.814 4.962
H41 1.875 -2.232 3.341
H42 3.238 -1.088 3.472
H43 -1.888 -2.876 3.692
H44 -1.640 -3.474 5.355
H45 -2.686 -2.065 5.076
H46 0.884 -1.152 6.256
H47 -0.776 -1.047 6.915
H48 -0.006 -2.649 6.667
H49 0.027 1.574 5.488
H50 -1.184 2.651 4.761
H51 -1.708 1.243 5.731
H52 -2.265 2.141 2.780
H53 -2.139 0.538 2.009
H54 -3.090 0.730 3.526

Summary:
* net charge: 0
* LUMO: 0.45 eV


DFT (ωB97M-V with the def2-TZVPD basis set) results for C4H11N3 in the gas phase in a non-equilibrium geometry.

Geometry (Å):
C1 0.974 1.265 -0.404
C2 -1.068 -0.065 1.619
N1 0.746 -0.154 -0.156
C3 -0.620 -0.450 0.221
N2 1.669 -0.715 0.795
N3 -1.173 -0.367 -2.064
C4 -1.628 -0.498 -0.816
H1 2.139 -1.487 0.331
H2 2.392 -0.049 1.069
H3 -0.179 -0.391 -2.292
H4 -1.818 -0.484 -2.828
H5 -1.004 -1.602 0.051
H6 1.938 1.383 -0.904
H7 1.004 1.846 0.529
H8 0.183 1.657 -1.041
H9 -1.116 1.022 1.704
H10 -2.061 -0.462 1.814
H11 -0.379 -0.448 2.370

Summary:
* net charge: 0
* LUMO: 1.02 eV


DFT (ωB97M-V with the def2-TZVPD basis set) results for C19H29NO4 in the gas phase.

Geometry (Å):
C1 -7.688 -1.831 0.119
C2 -6.500 -1.500 1.014
C3 -5.715 -0.276 0.544
C4 -5.025 -0.499 -0.804
O1 -4.188 0.584 -1.165
C5 -2.979 0.734 -0.577
C6 -2.391 -0.154 0.322
C7 -1.138 0.117 0.832
C8 -0.425 1.257 0.460
C9 -1.021 2.144 -0.439
C10 -2.275 1.888 -0.942
H1 -2.746 2.569 -1.633
H2 -0.516 3.050 -0.734
C11 0.920 1.449 1.044
O2 1.281 0.813 2.013
C12 1.824 2.470 0.381
C13 3.314 2.180 0.641
N1 3.918 1.196 -0.228
H3 3.787 1.458 -1.202
C14 3.489 -0.179 -0.055
C15 2.181 -0.442 -0.782
O3 1.828 0.154 -1.770
O4 1.441 -1.406 -0.233
H4 0.614 -1.526 -0.728
H5 3.347 -0.378 1.010
C16 4.599 -1.103 -0.616
C17 5.901 -0.818 0.128
H6 6.154 0.233 0.029
H7 6.708 -1.419 -0.283
H8 5.799 -1.044 1.185
C18 4.240 -2.594 -0.583
C19 3.923 -3.152 0.801
H9 3.048 -2.667 1.222
H10 4.762 -3.017 1.478
H11 3.718 -4.217 0.726
H12 5.086 -3.145 -1.001
H13 3.385 -2.773 -1.239
H14 4.740 -0.822 -1.667
H15 3.885 3.104 0.513
H16 3.434 1.839 1.673
H17 1.567 3.445 0.804
H18 1.638 2.497 -0.693
H19 -0.678 -0.564 1.533
H20 -2.897 -1.054 0.633
H21 -4.463 -1.441 -0.800
H22 -5.765 -0.542 -1.607
H23 -4.957 -0.027 1.290
H24 -6.384 0.582 0.457
H25 -6.862 -1.306 2.026
H26 -5.831 -2.363 1.064
H27 -8.265 -2.646 0.548
H28 -8.340 -0.967 0.018
H29 -7.360 -2.134 -0.872

Summary:
* net charge: 0
* SMILES: CCCCOc1ccc(C(=O)CCN[C@@H](C(=O)O)[C@@H](C)CC)cc1
* LUMO: 0.47 eV


DFT (ωB97M-V with the def2-TZVPD basis set) results for 2 unconnected molecules or ions with the total composition H5N3OP in a non-equilibrium geometry.

Geometry (Å):
N1 -2.593 0.260 -0.355
N2 -0.412 -1.099 0.176
N3 2.013 0.688 -0.183
O1 2.065 -0.449 0.647
P1 -1.408 0.045 0.641
H1 1.159 -1.007 0.380
H2 -3.350 0.807 -0.007
H3 -0.401 -1.411 -0.868
H4 1.638 1.589 0.357
H5 1.288 0.577 -0.789

Summary:
* net charge: -1
* LUMO: 5.02 eV


DFT (ωB97M-V with the def2-TZVPD basis set) results for C5H9NO in the gas phase in a non-equilibrium geometry.

Geometry (Å):
C1 1.987 -0.510 0.514
C2 0.489 -0.135 0.683
C3 -0.245 0.136 -0.628
O1 -0.022 -0.969 -1.477
C4 -1.772 0.283 -0.466
C5 -2.155 1.448 0.341
N1 -2.455 2.365 0.980
H1 2.553 0.189 -0.117
H2 2.434 -0.501 1.507
H3 2.204 -1.521 0.128
H4 0.403 0.736 1.344
H5 -0.028 -0.973 1.171
H6 0.130 1.064 -1.094
H7 0.859 -1.278 -1.220
H8 -2.194 -0.619 -0.006
H9 -2.235 0.384 -1.455

Summary:
* net charge: 0
* SMILES: CC[C@@H](O)CC#N
* LUMO: 0.80 eV


The following HOMO level values (in eV) correspond, in order, to the records above: -8.873 -7.568 -8.005 -8.704 -3.999 -10.799.
The following orbital gap values (in eV) correspond, in order, to the records above: 9.24 8.02 9.02 9.18 9.02 11.60.